P) An isolated molecule of C4H8N2, computed with ωB97M-V/def2-TZVPD.

Structure (XYZ):
```
14
C4H8N2 (ωB97M-V/def2-TZVPD)
C -0.4559 1.8631 0.3033
N 0.9730 1.5877 0.1777
C 0.0397 0.8490 -0.6576
C -0.3645 -0.5949 -0.4282
C 0.5253 -1.7572 -0.1978
N -0.1836 -1.1017 0.9224
H -0.7955 2.8437 -0.0254
H -0.9622 1.4639 1.1798
H 1.2741 1.0099 0.9582
H 0.0936 1.1287 -1.7121
H -1.2276 -0.8423 -1.0461
H 1.6016 -1.7918 -0.1479
H 0.0473 -2.6784 -0.5601
H -0.5651 -1.9797 1.2337
```

Total charge: 0
Orbital gap (eV): 10.40
Spin multiplicity: 1
Lowest unoccupied orbital energy (eV): 1.078
HOMO level (hartree): -0.343
SMILES string: C1N[C@H]1[C@H]1CN1



Q) An isolated molecule of C4H8N2, computed with ωB97M-V/def2-TZVPD.

Structure (XYZ):
```
14
C4H8N2 (ωB97M-V/def2-TZVPD)
C -0.3247 1.5144 0.8984
N 0.2919 0.6132 1.8545
C 0.7805 0.6079 0.4896
C 0.2569 -0.1712 -0.6849
C 0.2852 -1.6146 -1.0408
N -0.8772 -1.0189 -0.3879
H -0.1803 2.5872 0.9228
H -1.3114 1.1962 0.5569
H -0.3297 -0.1581 2.0744
H 1.8048 0.9690 0.4336
H 0.1953 0.5236 -1.5280
H 0.8875 -2.3054 -0.4584
H 0.1562 -1.8875 -2.0909
H -1.6350 -0.8556 -1.0394
```

Total charge: 0
Orbital gap (eV): 10.27
Spin multiplicity: 1
Lowest unoccupied orbital energy (eV): 1.070
HOMO level (hartree): -0.338
SMILES string: C1N[C@H]1[C@H]1CN1



On energetic grounds, Q) is preferred over the next structure by 4.8 kcal/mol.



P) A 2-piece molecular cluster, C4H8N2 overall, computed with ωB97M-V/def2-TZVPD.

Structure (XYZ):
```
14
C4H8N2 (ωB97M-V/def2-TZVPD)
C 1.8688 -1.1483 1.5172
C 0.2590 0.7800 0.4699
C -1.4294 0.9276 -1.2094
C -0.3926 0.0011 -0.5589
N 1.4314 -2.1081 2.0917
N 0.3401 1.8925 1.0186
H 2.8781 -0.9477 1.2279
H -1.0129 1.9427 -1.2459
H -2.3503 1.0193 -0.6089
H -1.8768 0.6341 -2.1260
H 0.2751 -0.3409 -1.3462
H -0.7844 -0.9014 -0.0063
H 2.1220 -2.7075 2.5411
H -0.2088 2.6890 0.5722
```

Total charge: 0
Orbital gap (alpha / beta) (eV): 8.48 / 7.84
Spin multiplicity: 1
Lowest unoccupied orbital energy (alpha / beta) (eV): 0.875 / 0.732
HOMO level (alpha / beta) (hartree): -0.279 / -0.261



Q) An isolated molecule of C4H8N2, computed with ωB97M-V/def2-TZVPD.

Structure (XYZ):
```
14
C4H8N2 (ωB97M-V/def2-TZVPD)
C -2.3850 -0.7372 -0.3385
C -1.3212 -0.9920 0.5365
N -0.1156 -0.4631 0.4788
C 0.4167 -0.0824 -0.7869
N 1.3760 0.7367 -0.9878
C 1.9820 1.3824 0.2072
H -2.2713 0.0003 -1.1790
H -3.3419 -1.2617 -0.3287
H -1.3030 -1.9816 1.3098
H 0.5011 -0.5891 1.2962
H -0.1550 -0.6561 -1.5340
H 1.3300 2.3943 0.5057
H 2.1736 0.6313 1.1463
H 3.1139 1.6183 -0.3258
```

Total charge: 0
Orbital gap (eV): 9.19
Spin multiplicity: 1
Lowest unoccupied orbital energy (eV): 0.809
HOMO level (hartree): -0.308
SMILES string: C=CN/C=N\C



On energetic grounds, Q) is preferred over the next structure by 45.7 kcal/mol.



P) An isolated molecule of C4H8N2, computed with ωB97M-V/def2-TZVPD.

Structure (XYZ):
```
14
C4H8N2 (ωB97M-V/def2-TZVPD)
C -1.2085 -0.7652 0.2323
C 1.2787 -0.6294 0.0148
C 1.1089 0.9830 0.1529
C -1.2916 0.6246 -0.2122
H -1.9248 -1.4008 -0.3368
H -1.2715 -0.8391 1.3922
H 0.1178 -1.5454 -1.2542
H 2.1465 -0.7830 -0.5366
H 1.5902 -0.9174 1.0636
H 1.9629 1.5500 -0.1599
H -0.2534 2.4721 -0.0202
H -2.1520 1.2072 0.0381
N 0.0990 -1.2579 -0.2205
N -0.2022 1.3011 -0.1534
```

Total charge: 0
Orbital gap (eV): 7.39
Spin multiplicity: 1
Lowest unoccupied orbital energy (eV): 0.807
HOMO level (hartree): -0.242



Q) A 2-piece molecular cluster, C4H8N2 overall, computed with ωB97M-V/def2-TZVPD.

Structure (XYZ):
```
14
C4H8N2 (ωB97M-V/def2-TZVPD)
C -1.7380 0.3488 -0.1997
C -0.4578 -0.4131 -0.3339
C 0.7800 0.1067 -0.2164
N 1.9089 -0.7094 -0.5249
C 0.9391 1.4325 0.3247
N 1.0477 2.5015 0.7643
H -1.8738 0.7578 -1.2022
H -1.6627 1.1828 0.5046
H -2.6201 -0.2538 0.0533
H -0.5165 -1.4511 -0.6616
H 2.2598 -0.4817 -1.4476
H 2.6749 -0.6187 0.1341
H -0.8042 -1.2716 1.4117
H -0.1568 -0.8940 1.2774
```

Total charge: 0
Orbital gap (eV): 9.71
Spin multiplicity: 1
Lowest unoccupied orbital energy (eV): 0.679
HOMO level (hartree): -0.332
SMILES string: C/C=C(/N)C#N.[H][H]



R) An isolated molecule of C4H8N2, computed with ωB97M-V/def2-TZVPD.

Structure (XYZ):
```
14
C4H8N2 (ωB97M-V/def2-TZVPD)
C -1.3912 -0.2306 0.2491
C 0.9573 -1.0581 0.1496
C 1.4411 0.3636 0.0358
C -0.8637 1.1153 0.0346
H -2.4028 -0.3498 -0.1794
H -1.5829 -0.5491 1.2802
H -0.4504 -1.0057 -1.3468
H 0.9604 -1.3022 1.2488
H 1.5561 -1.8121 -0.3351
H 2.4364 0.7553 0.0239
H 0.7865 2.1454 -0.3409
H -1.4470 1.9187 -0.4186
N -0.4503 -1.2577 -0.3601
N 0.4505 1.2672 -0.0413
```

Total charge: 0
Orbital gap (eV): 7.38
Spin multiplicity: 1
Lowest unoccupied orbital energy (eV): 0.935
HOMO level (hartree): -0.237



S) A 2-piece molecular cluster, C4H8N2 overall, computed with ωB97M-V/def2-TZVPD.

Structure (XYZ):
```
14
C4H8N2 (ωB97M-V/def2-TZVPD)
C -2.0279 0.2287 0.1334
C -0.8650 -0.7546 0.1161
C 1.8773 0.5044 0.5998
N 2.3866 -0.4832 -0.0904
C 1.2623 1.5204 -0.2121
N 0.7183 2.4124 -0.7229
H -1.7143 1.2060 -0.2502
H -2.3934 0.3734 1.1553
H -2.8628 -0.1253 -0.4789
H -1.1703 -1.7731 0.3765
H -0.3877 -0.7894 -0.8720
H -0.1094 -0.4568 0.8497
H 2.3512 -0.5898 -1.1022
H 2.8018 -1.2565 0.4140
```

Total charge: 0
Orbital gap (eV): 9.24
Spin multiplicity: 1
Lowest unoccupied orbital energy (eV): -0.198
HOMO level (hartree): -0.347



On energetic grounds, S) is preferred over the next structure by 3.2 kcal/mol.



P) An isolated molecule of C4H8N2, computed with ωB97M-V/def2-TZVPD.

Structure (XYZ):
```
14
C4H8N2 (ωB97M-V/def2-TZVPD)
C 1.8350 -1.0988 -1.9678
C 1.2892 -0.3590 -1.0351
N 0.8775 0.4053 -0.1642
N -0.5091 0.4853 0.1088
C -0.7238 1.6118 1.0021
C -1.0223 -0.7525 0.6769
H 1.9288 -0.7082 -2.9756
H 2.1943 -2.1005 -1.7632
H -1.8006 1.7885 1.0808
H -0.2553 2.4984 0.5711
H -0.3104 1.4434 2.0098
H -0.5825 -0.9695 1.6657
H -0.8148 -1.5858 0.0018
H -2.1062 -0.6584 0.7889
```

Total charge: 0
Orbital gap (eV): 9.55
Spin multiplicity: 1
Lowest unoccupied orbital energy (eV): 1.064
HOMO level (hartree): -0.312
SMILES string: C=C=NN(C)C



Q) An isolated molecule of C4H8N2, computed with ωB97M-V/def2-TZVPD.

Structure (XYZ):
```
14
C4H8N2 (ωB97M-V/def2-TZVPD)
C 1.8941 -0.0741 -0.0810
N 1.1389 -1.2591 0.3202
C 0.6212 -0.4208 -0.7513
C -0.5977 0.4171 -0.4878
C -1.7608 -0.1059 0.2633
N -0.8076 0.7993 0.9038
H 2.8485 -0.2723 -0.5626
H 1.8772 0.7853 0.5865
H 0.6288 -1.0342 1.1750
H 0.6517 -0.8778 -1.7398
H -0.8217 1.1555 -1.2568
H -1.7454 -1.1249 0.6431
H -2.7484 0.2703 0.0062
H -1.1787 1.7414 0.9812
```

Total charge: 0
Orbital gap (eV): 10.30
Spin multiplicity: 1
Lowest unoccupied orbital energy (eV): 1.073
HOMO level (hartree): -0.339
SMILES string: C1N[C@H]1[C@H]1CN1



On energetic grounds, Q) is preferred over the next structure by 12.6 kcal/mol.



P) An isolated molecule of C3H7NO, computed with ωB97M-V/def2-TZVPD.

Structure (XYZ):
```
12
C3H7NO (ωB97M-V/def2-TZVPD)
C -1.7752 0.6748 0.2118
N -0.3674 0.6174 -0.0678
C 0.1404 -0.4457 -0.5217
C 1.5894 -0.6658 -0.1778
O 2.1157 0.4478 0.4757
H -1.8193 0.5134 1.2952
H -2.3658 -0.1156 -0.2758
H -2.1930 1.6639 0.0107
H -0.4484 -1.2701 -0.9531
H 1.5416 -1.5393 0.5004
H 2.2179 -0.9534 -1.0283
H 1.3640 1.0725 0.5307
```

Total charge: 0
Orbital gap (eV): 11.13
Spin multiplicity: 1
Lowest unoccupied orbital energy (eV): 1.070
HOMO level (hartree): -0.370
SMILES string: C/N=C/CO



Q) An isolated molecule of C3H7NO, computed with ωB97M-V/def2-TZVPD.

Structure (XYZ):
```
12
C3H7NO (ωB97M-V/def2-TZVPD)
O 1.8150 0.4458 0.6876
C 1.2184 -0.5780 -0.0655
C -0.2067 -0.2617 -0.5102
C -1.2713 0.0011 0.4798
N -0.6589 1.1033 -0.2603
H 1.1758 1.1703 0.7363
H 1.1912 -1.4860 0.5520
H 1.8299 -0.7912 -0.9539
H -0.5148 -0.7316 -1.4441
H -1.0213 -0.0229 1.5380
H -2.2910 -0.2931 0.2401
H -1.2664 1.4440 -0.9997
```

Total charge: 0
Orbital gap (eV): 10.80
Spin multiplicity: 1
Lowest unoccupied orbital energy (eV): 1.008
HOMO level (hartree): -0.360
SMILES string: OC[C@H]1CN1



R) An isolated molecule of C3H7NO, computed with ωB97M-V/def2-TZVPD.

Structure (XYZ):
```
12
C3H7NO (ωB97M-V/def2-TZVPD)
C 1.0763 -1.1904 0.4498
N 0.3651 0.0369 0.8347
C 0.8335 0.8773 1.9539
C -0.8455 0.3556 0.2745
O -1.3108 -0.3308 -0.6766
H 0.4461 -2.0580 0.3926
H 1.9169 -1.4404 1.1189
H 1.4255 -1.0407 -0.5621
H 1.8774 0.6459 2.1524
H 0.2345 0.6972 2.8561
H 0.7264 1.9463 1.6886
H -1.3803 1.2504 0.5603
```

Total charge: 0
Orbital gap (eV): 10.09
Spin multiplicity: 1
Lowest unoccupied orbital energy (eV): 0.838
HOMO level (hartree): -0.340
SMILES string: CN(C)C=O



On energetic grounds, R) is preferred over the next structure by 16.5 kcal/mol.



P) A 2-piece molecular cluster, C3H7NO overall, computed with ωB97M-V/def2-TZVPD.

Structure (XYZ):
```
12
C3H7NO (ωB97M-V/def2-TZVPD)
C -0.6152 0.3242 -0.7503
C -1.0428 0.5039 0.7013
C 0.1352 1.2082 0.0940
N 2.0039 -1.3019 0.3925
O 2.0635 -0.1006 0.9998
H -0.1990 -0.6326 -1.1220
H -1.2339 0.7509 -1.4735
H -2.0054 1.1150 0.9780
H -1.0209 -0.2822 1.4777
H 0.9308 1.9329 0.2202
H 2.2080 -1.4741 -0.5497
H 1.2531 -1.7420 0.7513
```

Total charge: 0
Orbital gap (alpha / beta) (eV): 9.92 / 7.93
Spin multiplicity: 1
Lowest unoccupied orbital energy (alpha / beta) (eV): 0.647 / 0.206
HOMO level (alpha / beta) (hartree): -0.341 / -0.284



Q) A 2-piece molecular cluster, C3H7NO overall, computed with ωB97M-V/def2-TZVPD.

Structure (XYZ):
```
12
C3H7NO (ωB97M-V/def2-TZVPD)
C 0.1900 -0.4950 0.7647
C 2.2737 0.4728 -0.2540
C -2.1639 -0.1764 -0.1836
N 1.3254 -0.0173 0.6580
O -1.0102 -0.5333 -0.8284
H -0.6003 -0.7345 1.4251
H 2.8578 1.1540 0.2713
H 1.7261 0.8002 -1.1751
H 2.9454 -0.3874 -0.6124
H -3.0045 -0.2492 -0.9273
H -1.9617 0.9164 0.2121
H -2.5779 -0.7503 0.6496
```

Total charge: 0
Orbital gap (eV): 9.48
Spin multiplicity: 1
Lowest unoccupied orbital energy (eV): 0.714
HOMO level (hartree): -0.322



R) A 2-piece molecular cluster, C3H7NO overall, computed with ωB97M-V/def2-TZVPD.

Structure (XYZ):
```
12
C3H7NO (ωB97M-V/def2-TZVPD)
O -1.2718 0.0444 1.5227
C -1.4058 0.3787 0.3712
C -0.5677 -0.1140 -0.7667
C 0.9258 -0.0454 -0.7347
N 0.2408 -1.3008 -0.5192
H -2.1903 1.1103 0.0831
H -1.0253 0.0213 -1.7464
H 1.4289 0.3622 0.1367
H 1.4232 0.1376 -1.6863
H 0.2687 -1.8869 -1.3480
H 0.7946 0.4210 2.2940
H 1.3790 0.8716 2.3935
```

Total charge: 0
Orbital gap (eV): 10.76
Spin multiplicity: 1
Lowest unoccupied orbital energy (eV): 0.861
HOMO level (hartree): -0.364
SMILES string: O=C[C@H]1CN1.[H][H]



S) An isolated molecule of C3H7NO, computed with ωB97M-V/def2-TZVPD.

Structure (XYZ):
```
12
C3H7NO (ωB97M-V/def2-TZVPD)
N -0.9419 0.7349 -1.0259
C -0.1263 -0.1904 -0.3363
O 0.0998 -1.4029 -1.0083
C 0.9963 0.2211 0.5823
C -0.2820 -0.3739 1.1337
H -1.8124 0.9908 -0.5917
H -0.5034 1.4748 -1.5455
H 0.7165 -1.2117 -1.7260
H 1.8762 -0.4160 0.5875
H 1.1857 1.2748 0.7650
H -0.9506 0.2953 1.6692
H -0.2579 -1.3968 1.4961
```

Total charge: 0
Orbital gap (eV): 10.37
Spin multiplicity: 1
Lowest unoccupied orbital energy (eV): 1.018
HOMO level (hartree): -0.344
SMILES string: NC1(O)CC1



On energetic grounds, S) is preferred over the next structure by 35.0 kcal/mol.